# 1
Molecular formula: CH4N2OS
Method: DFT, ωB97M-V with the def2-TZVPD basis set

## Properties
- M: 92.12 g mol⁻¹
- LUMO level: -0.0057 Ha
- Energy: -623.26115 a.u.
- Strongest force on any atom: 5.709 eV/Å
- Highest occupied orbital energy: -0.3242 hartree
- Kohn-Sham gap: 8.67 eV

The geometry in XYZ format:
```
9
Properties=species:S:1:pos:R:3:mulliken_charge:R:1
C 0.28 -0.46 -1.14 0.007
H 0.70 -0.80 1.46 0.361
H 2.29 -1.02 -0.84 0.273
H 0.19 -0.87 -2.19 0.286
H -2.72 0.25 0.43 0.183
N 1.39 -1.05 -0.35 -0.165
N -0.90 0.00 -0.94 -0.304
O 1.49 -0.42 0.96 -0.422
S -1.10 0.99 0.58 -0.218
```


# 2
Molecular formula: C4H6O4
Method: DFT, ωB97M-V with the def2-TZVPD basis set

## Properties
- M: 118.09 g mol⁻¹
- LUMO level (spin up / spin down): 0.0051 / 0.0051 Ha
- Energy: -456.85943 a.u.
- Strongest force on any atom: 1.779 eV/Å
- Highest occupied orbital energy (spin up / spin down): -0.3042 / -0.3042 hartree
- Kohn-Sham gap (spin up / spin down): 8.42 / 8.42 eV

The geometry in XYZ format:
```
14
Properties=species:S:1:pos:R:3:mulliken_charge:R:1
C -1.60 -0.05 0.51 0.080
C 1.25 -0.17 0.50 0.717
C 0.41 0.63 -0.34 -0.262
C 0.56 0.81 -1.66 -0.818
O -1.87 -0.53 1.70 -0.399
O -1.66 -0.87 -0.50 -0.411
O 2.50 0.33 0.70 -0.461
O 0.86 -1.15 1.14 -0.633
H -1.34 -0.31 -1.28 0.409
H -1.51 -1.44 1.76 0.387
H 2.86 -0.15 1.47 0.337
H -1.77 1.02 0.40 0.464
H 1.38 0.37 -2.22 0.236
H -0.06 1.52 -2.21 0.353
```


# 3
Molecular formula: C21H25N5O3
Method: DFT, ωB97M-V with the def2-TZVPD basis set

## Properties
- M: 395.46 g mol⁻¹
- LUMO level: 0.0287 Ha
- Energy: -1314.72978 a.u.
- Strongest force on any atom: 1.454 eV/Å
- Highest occupied orbital energy: -0.3043 hartree
- SMILES: Cc1cc(-c2nnc(CCC(=O)N3CCN(Cc4cccnc4)CC3)o2)c(C)o1
- Kohn-Sham gap: 9.06 eV

The geometry in XYZ format:
```
54
Properties=species:S:1:pos:R:3:mulliken_charge:R:1
C 6.10 -1.04 -1.40 -1.409
C 4.94 -0.83 -0.48 0.492
C 3.67 -1.29 -0.52 -0.988
C 3.01 -0.74 0.63 1.118
C 1.65 -0.94 1.02 0.097
N 0.69 -1.42 0.29 -0.440
N -0.42 -1.44 1.07 -0.354
C -0.08 -0.97 2.23 0.795
C -0.93 -0.84 3.44 -0.814
C -2.40 -0.76 3.03 -0.602
C -2.65 0.60 2.40 0.739
O -2.14 1.60 2.88 -0.693
N -3.49 0.69 1.34 0.070
C -4.00 -0.39 0.52 -1.511
C -3.16 -0.50 -0.75 0.190
N -3.24 0.77 -1.47 0.028
C -2.65 0.73 -2.80 -1.729
C -1.15 0.51 -2.81 0.759
C -0.60 -0.76 -2.81 -0.288
C 0.78 -0.90 -2.77 -0.183
C 1.55 0.25 -2.71 -0.374
N 1.04 1.47 -2.71 -0.674
C -0.27 1.59 -2.76 -0.262
C -2.74 1.85 -0.65 -0.230
C -3.57 1.95 0.63 -1.348
O 1.23 -0.63 2.27 -0.401
C 3.96 0.02 1.28 0.213
C 3.89 0.84 2.51 -1.228
O 5.12 -0.03 0.60 -0.426
H 6.41 -0.10 -1.84 0.313
H 5.81 -1.73 -2.19 0.342
H 6.94 -1.45 -0.85 0.367
H 3.22 -1.95 -1.23 0.614
H -0.65 0.08 3.97 0.308
H -0.75 -1.69 4.10 0.366
H -2.62 -1.59 2.36 0.299
H -3.03 -0.83 3.92 0.379
H -4.01 -1.34 1.05 0.474
H -5.03 -0.13 0.25 0.464
H -3.56 -1.28 -1.39 0.497
H -2.12 -0.76 -0.47 -0.041
H -3.14 -0.08 -3.35 0.496
H -2.89 1.68 -3.29 0.529
H -1.24 -1.63 -2.86 0.355
H 1.23 -1.88 -2.77 0.365
H 2.63 0.20 -2.67 0.473
H -0.64 2.61 -2.77 0.379
H -2.83 2.79 -1.21 0.469
H -1.68 1.71 -0.37 0.212
H -3.18 2.73 1.28 0.469
H -4.61 2.15 0.38 0.384
H 2.95 1.39 2.55 0.326
H 4.72 1.53 2.54 0.356
H 3.93 0.20 3.40 0.262
```


Record-wise ΔE to the lowest compared entry with this formula, charge and spin values, in eV: 5.389; 4.394; 2.505